Entry 1:
{"formula": "C4H9NO3", "method": "the ωB97M-V functional and the def2-TZVPD basis", "symbols": ["C", "C", "C", "O", "N", "C", "O", "H", "H", "H", "H", "H", "H", "H", "O", "H", "H"], "coordinates": [[1.23402, -1.59993, 0.93889], [0.20180, -0.48547, 0.92095], [0.75797, 0.73122, 0.18836], [1.90430, 1.05886, 0.36404], [-1.08148, -0.99452, 0.40060], [-1.91377, -0.28359, -0.43646], [-2.60694, -0.86047, -1.24352], [1.70427, -1.71282, -0.02319], [0.80973, -2.56499, 1.19514], [1.91709, -1.54492, 1.78181], [0.05299, -0.13462, 1.95083], [0.07836, 1.39045, -0.38941], [-1.01639, -1.97368, 0.16128], [-1.94141, 0.79423, -0.23721], [-0.39005, 2.74276, -1.86442], [0.12488, 2.14509, -2.40439], [0.16461, 3.29238, -1.30332]], "nbo_charge": [-0.6165, -0.1624, 0.4036, -0.5184, -0.6204, 0.5202, -0.5857, 0.2208, 0.2146, 0.2374, 0.2167, 0.1495, 0.3950, 0.1250, -0.9431, 0.4813, 0.4821], "e_tot_ev": -11925.7266, "homo_ev": -9.676, "gap_ev": 10.080, "de_lowest_kcal_mol": 41.9, "lumo_ev": 0.40}

***

Entry 2:
{"formula": "C2H7N5O", "method": "the ωB97M-V functional and the def2-TZVPD basis", "symbols": ["C", "N", "N", "C", "N", "O", "N", "N", "H", "H", "H", "H", "H", "H", "H"], "coordinates": [[2.89249, -0.77444, -0.23642], [1.81756, -0.08886, -0.20862], [0.75260, -0.55039, 0.49834], [-0.52577, -0.20738, 0.05411], [-1.40866, -1.14360, 0.07687], [-2.70175, -0.60340, -0.14745], [-0.71916, 1.09626, -0.31780], [0.05929, 2.15410, 0.19421], [3.01145, -1.74205, 0.26788], [3.76763, -0.31245, -0.72224], [0.81877, -1.52390, 0.75682], [-3.20861, -1.41627, -0.22538], [-1.68645, 1.33813, -0.43980], [0.22740, 1.98973, 1.19529], [0.97216, 2.11235, -0.26021]], "nbo_charge": [-0.1460, -0.2330, -0.4441, 0.4921, -0.2755, -0.6036, -0.4653, -0.6353, 0.1531, 0.1953, 0.3710, 0.4808, 0.4018, 0.3397, 0.3689], "e_tot_ev": -11681.9641, "homo_ev": -8.403, "gap_ev": 9.379, "de_lowest_kcal_mol": 74.8, "lumo_ev": 0.98}

***

Entry 3:
{"formula": "C4H3N3", "method": "the ωB97M-V functional and the def2-TZVPD basis", "symbols": ["C", "C", "C", "C", "N", "N", "N", "H", "H", "H"], "coordinates": [[2.20743, 0.40790, -0.35373], [1.33838, -0.42152, -0.17107], [-0.04918, -0.40451, 0.11280], [-0.51721, 0.88646, 0.11950], [-1.87579, 0.82300, 0.24082], [-2.23910, -0.42995, 0.27795], [-1.13280, -1.19407, 0.17657], [3.08932, 0.99527, -0.37908], [0.39559, 1.53912, -0.18002], [-1.21664, -2.20169, 0.15626]], "nbo_charge": [-0.1838, -0.0380, -0.0033, -0.0821, -0.2307, -0.0480, -0.3235, 0.2397, 0.2444, 0.4253], "e_tot_ev": -8662.1959, "homo_ev": -9.313, "gap_ev": 9.747, "de_lowest_kcal_mol": 97.2, "lumo_ev": 0.43}

***

Entry 4:
{"formula": "H22O11", "method": "the ωB97M-V functional and the def2-TZVPD basis", "symbols": ["O", "H", "H", "O", "H", "H", "O", "H", "H", "O", "H", "H", "O", "H", "H", "O", "H", "H", "O", "H", "H", "O", "H", "H", "O", "H", "H", "O", "H", "H", "O", "H", "H"], "coordinates": [[-0.03854, 0.11471, -3.04448], [-0.08120, 0.48766, -2.15288], [0.89799, -0.05596, -3.18540], [2.10827, 1.89126, 0.97118], [2.10576, 1.75725, 1.92449], [1.31842, 1.42593, 0.65361], [-3.16470, -1.41173, 2.10011], [-4.12247, -1.48664, 2.05433], [-2.86043, -1.49337, 1.17023], [3.61754, 0.33200, -0.90699], [4.38770, 0.17544, -1.46712], [3.25855, -0.55513, -0.74591], [-0.17878, 2.79894, -0.85380], [-0.72956, 2.23353, -0.30366], [-0.31207, 3.68399, -0.50271], [2.26053, -2.43158, -0.96114], [1.55430, -3.07739, -1.08994], [2.87702, -2.60018, -1.68499], [0.07662, -0.00753, 0.12703], [0.34284, -0.92949, 0.10380], [-0.89034, -0.03156, 0.07688], [-1.75243, 2.26152, 1.68459], [-1.41653, 3.07182, 2.08506], [-1.39244, 1.54829, 2.23199], [-3.21480, 1.20679, -0.49461], [-2.54419, 1.48914, 0.15155], [-4.02701, 1.15231, 0.01853], [-2.32469, -1.68359, -0.51151], [-1.93235, -2.55390, -0.65251], [-2.60256, -1.39054, -1.39140], [2.71834, -1.79907, 1.81563], [2.38627, -2.22913, 1.01258], [3.67496, -1.89377, 1.76742]], "nbo_charge": [-0.9594, 0.4905, 0.4668, -0.9495, 0.4510, 0.4899, -0.9748, 0.4633, 0.4915, -0.9212, 0.4528, 0.4663, -0.9340, 0.4643, 0.4669, -0.9673, 0.4853, 0.4912, -0.9670, 0.4823, 0.4892, -0.9707, 0.4921, 0.4956, -0.9634, 0.4807, 0.4713, -0.9655, 0.4779, 0.5100, -0.9491, 0.4746, 0.4682], "e_tot_ev": -22879.5763, "homo_ev": -9.850, "gap_ev": 9.467, "de_lowest_kcal_mol": 44.7, "lumo_ev": -0.38}

***

Entry 5:
{"formula": "IMg", "method": "the ωB97M-V functional and the def2-TZVPD basis", "symbols": ["Mg", "I"], "coordinates": [[1.05434, 0.16134, 0.82431], [-1.05434, -0.16134, -0.82431]], "nbo_charge": [1.4777, -0.4777], "e_tot_ev": -13538.1405, "homo_ev": -14.121, "gap_ev": 6.283, "de_lowest_kcal_mol": 5.9, "lumo_ev": -7.84, "charge": 1}

***

Entry 6:
{"formula": "C43H38ClN2P2Ti", "method": "the ωB97M-V functional and the def2-TZVPD basis", "symbols": ["Ti", "Cl", "P", "P", "C", "C", "C", "C", "C", "C", "C", "C", "C", "C", "C", "H", "H", "H", "H", "H", "C", "C", "C", "C", "C", "H", "H", "H", "H", "H", "C", "C", "C", "C", "C", "H", "H", "H", "H", "H", "C", "C", "C", "C", "C", "H", "H", "H", "H", "H", "C", "C", "C", "C", "C", "H", "H", "H", "H", "H", "C", "C", "C", "C", "C", "H", "H", "H", "H", "H", "H", "H", "N", "C", "N", "C", "C", "C", "C", "C", "C", "H", "H", "H", "H", "H", "H"], "coordinates": [[-0.46928, -0.59478, -0.66040], [-0.95276, -2.82765, -0.81786], [-2.25915, -0.06935, 1.05825], [1.87000, -0.92428, -1.63329], [-2.26142, 1.47517, 2.03275], [-2.60170, -1.31864, 2.34926], [-3.70605, 0.07862, -0.03841], [1.86822, -0.55077, -3.40761], [3.36660, -0.10579, -0.99447], [2.24232, -2.69604, -1.37915], [-3.02305, 2.58751, 1.64127], [-2.93931, 3.77716, 2.35579], [-2.14844, 3.86703, 3.50374], [-1.42447, 2.74710, 3.91945], [-1.45117, 1.57087, 3.18006], [-3.67246, 2.52739, 0.76262], [-3.50545, 4.64821, 2.00805], [-2.10508, 4.79786, 4.07141], [-0.82381, 2.80117, 4.82561], [-0.85455, 0.71629, 3.49226], [-3.64696, 0.91320, -1.16779], [-4.72601, 0.95769, -2.04612], [-5.88211, 0.22779, -1.76781], [-5.96168, -0.54357, -0.60534], [-4.87550, -0.62988, 0.26291], [-2.74874, 1.49451, -1.40166], [-4.65839, 1.57087, -2.94077], [-6.73316, 0.28194, -2.44688], [-6.86853, -1.09330, -0.37109], [-4.91416, -1.24615, 1.16028], [-3.44453, -1.00843, 3.42882], [-3.74500, -1.96517, 4.39657], [-3.20105, -3.24703, 4.29498], [-2.35745, -3.56598, 3.22927], [-2.03823, -2.60338, 2.27783], [-3.85528, -0.00879, 3.52986], [-4.39965, -1.70491, 5.22797], [-3.44444, -3.99286, 5.05016], [-1.96673, -4.58332, 3.14894], [-1.37280, -2.83643, 1.44614], [4.35562, -0.83347, -0.30926], [5.48640, -0.18362, 0.18220], [5.66384, 1.18698, -0.02492], [4.69305, 1.90145, -0.73617], [3.54293, 1.27314, -1.20131], [4.24329, -1.90757, -0.16022], [6.23559, -0.76707, 0.72178], [6.55396, 1.68776, 0.35701], [4.83870, 2.96372, -0.93256], [2.77907, 1.84807, -1.72722], [0.66169, -0.44605, -4.11068], [0.70855, -0.12437, -5.46203], [1.92744, 0.07010, -6.11840], [3.12857, -0.06533, -5.42347], [3.09700, -0.36925, -4.06698], [-0.28945, -0.60892, -3.59588], [-0.21314, -0.03975, -6.03296], [1.95330, 0.31818, -7.17406], [4.08428, 0.06387, -5.92562], [4.02720, -0.44652, -3.51571], [2.69123, -3.46805, -2.45867], [2.89476, -4.83714, -2.28274], [2.64214, -5.44231, -1.05438], [2.22250, -4.66333, 0.02897], [2.07026, -3.28946, -0.11474], [2.85291, -2.99428, -3.42421], [3.24165, -5.42651, -3.13079], [2.78093, -6.51592, -0.93514], [2.01045, -5.13419, 0.98980], [1.78283, -2.67975, 0.75540], [-1.20752, 0.36583, -1.86376], [-1.59762, -0.60777, -1.92191], [1.98976, 1.21110, 2.26789], [1.39122, 0.20449, 1.60977], [0.63456, 0.69663, 0.62193], [0.74674, 2.09103, 0.65160], [0.01989, 3.06338, -0.02594], [0.15270, 4.37708, 0.42573], [1.00487, 4.69890, 1.49321], [1.74083, 3.71408, 2.15271], [1.59904, 2.42382, 1.69347], [2.62776, 1.06084, 3.04597], [1.52629, -0.86136, 1.82163], [-0.64356, 2.74916, -0.81995], [-0.42039, 5.16063, -0.06501], [1.07272, 5.73531, 1.81647], [2.38661, 3.92256, 3.00354]], "mulliken_spin": [0.7801, 0.0446, -0.0479, 0.0231, 0.0052, 0.0058, -0.0066, -0.0197, 0.0005, 0.0013, -0.0008, 0.0008, -0.0012, 0.0004, 0.0012, 0.0002, 0.0000, 0.0000, 0.0000, -0.0002, 0.0105, 0.0025, 0.0010, -0.0006, 0.0003, 0.0106, 0.0003, 0.0002, 0.0000, 0.0000, -0.0006, -0.0003, 0.0000, 0.0001, -0.0010, 0.0000, -0.0001, 0.0000, 0.0000, -0.0035, -0.0014, 0.0006, -0.0009, 0.0018, -0.0093, 0.0001, 0.0000, 0.0000, 0.0000, -0.0047, 0.0012, 0.0047, 0.0001, 0.0010, 0.0008, -0.0052, 0.0000, 0.0000, 0.0001, -0.0002, -0.0006, 0.0007, 0.0000, -0.0051, -0.0016, 0.0001, -0.0001, 0.0000, -0.0002, 0.0060, 0.0880, 0.1076, -0.0005, 0.0152, -0.0039, 0.0593, -0.0495, 0.0113, 0.0012, -0.0013, -0.0101, 0.0008, 0.0038, -0.0163, 0.0003, 0.0003, -0.0002], "e_tot_ev": -102390.1580, "homo_ev": [-13.723, -13.731], "gap_ev": [6.582, 6.352], "multiplicity": 2, "lumo_ev": [-7.14, -7.38], "charge": 2}